(1)
# C8H32B2O32

18 unconnected molecules or ions with the total composition C8H32B2O32 at a distorted geometry (ωB97M-V/def2-TZVPD, the OMol25 dataset).

Structure (XYZ):
```
74
Properties=species:S:1:pos:R:3:lowdin_charge:R:1
O -3.02 -4.97 -12.03 0.1144
C -3.43 -6.00 -11.49 -0.3296
O -2.81 -6.82 -10.65 0.2628
B -3.63 -7.91 -10.27 -0.8748
O -4.96 -7.62 -10.85 0.2187
C -4.87 -6.58 -11.62 -0.3920
O -5.74 -5.97 -12.24 0.1331
O -3.72 -8.28 -8.85 0.2939
C -3.25 -9.43 -8.68 -0.3730
O -3.04 -10.03 -7.56 0.0451
C -2.90 -10.04 -10.05 -0.4036
O -3.08 -9.12 -10.95 0.2475
O -2.40 -11.14 -10.06 0.1410
O -7.67 -14.05 -7.21 0.1342
C -7.11 -13.23 -7.92 -0.2397
O -7.24 -13.02 -9.33 0.1519
B -6.37 -11.88 -9.75 -0.9351
O -5.47 -11.68 -8.64 0.2389
C -5.92 -12.26 -7.51 -0.2871
O -5.38 -12.29 -6.41 0.1152
O -7.11 -10.66 -10.13 0.1978
C -6.81 -10.24 -11.41 -0.2455
O -7.13 -9.22 -12.03 0.1201
C -5.86 -11.37 -11.92 -0.3674
O -5.68 -12.23 -10.97 0.2219
O -5.44 -11.32 -13.05 0.1542
O -4.14 -8.70 -14.03 -0.0323
H -4.58 -9.49 -14.32 0.0116
H -4.52 -8.51 -13.17 -0.0038
O -7.07 -11.30 -3.75 -0.0581
H -6.64 -11.93 -4.33 0.0031
H -6.77 -10.45 -4.06 -0.0046
O -5.56 -14.68 -12.18 -0.0278
H -5.43 -14.04 -11.48 0.0231
H -4.76 -15.20 -12.18 0.0565
O -5.61 -9.28 -5.19 -0.0408
H -5.32 -9.63 -6.03 0.0240
H -4.88 -9.43 -4.59 0.0385
O -7.79 -7.52 -9.44 -0.0398
H -7.29 -7.96 -10.12 -0.0148
H -8.71 -7.65 -9.68 0.0262
O -9.81 -11.55 -9.11 -0.0336
H -9.48 -11.15 -8.31 0.0340
H -9.05 -12.02 -9.47 -0.0004
O -5.94 -14.23 -14.89 -0.0602
H -5.10 -14.66 -15.05 0.0287
H -5.98 -14.14 -13.94 -0.0175
O -3.91 -11.94 -3.85 -0.0528
H -4.19 -12.67 -4.39 -0.0242
H -3.12 -11.61 -4.28 0.0379
O -4.12 -14.89 -4.66 -0.0570
H -4.95 -14.48 -4.42 0.0268
H -4.23 -15.14 -5.58 -0.0258
O -2.76 -13.68 -7.95 -0.0456
H -2.09 -13.02 -8.12 0.0254
H -3.47 -13.20 -7.52 -0.0045
O -9.54 -8.11 -12.98 -0.0629
H -9.07 -8.22 -12.15 -0.0065
H -8.85 -7.87 -13.61 0.0289
O -4.70 -11.84 -16.31 -0.0620
H -5.23 -11.99 -15.54 -0.0064
H -3.92 -12.38 -16.17 0.0224
O -9.28 -13.35 -4.19 -0.0589
H -9.07 -12.44 -3.98 0.0044
H -9.60 -13.33 -5.09 0.0084
O -2.58 -12.35 -12.95 -0.0563
H -3.38 -12.09 -12.48 -0.0118
H -1.92 -11.74 -12.65 0.0244
O -10.72 -14.76 -7.98 -0.0503
H -11.25 -15.03 -7.23 0.0232
H -10.00 -14.25 -7.59 -0.0113
O -4.87 -16.13 -6.92 -0.0293
H -5.68 -16.23 -7.41 0.0517
H -4.20 -16.55 -7.46 0.0572
```

Results
Energy above the lowest of the compared OMol25 structures with the same formula, charge and spin in kcal/mol: 43.3
Calculated total energy in hartree: -2782.0573
Frontier orbital gap in Ha: 0.3402
Net charge: -2

=====

(2)
# C8H32N16O8

8 unconnected molecules or ions with the total composition C8H32N16O8 at a distorted geometry (ωB97M-V/def2-TZVPD, the OMol25 dataset).

Structure (XYZ):
```
64
Properties=species:S:1:pos:R:3:lowdin_charge:R:1
N -5.42 -0.48 1.27 0.1397
C -6.20 -0.10 2.25 -0.7654
N -6.36 -1.21 2.96 0.1279
O -6.75 0.97 2.37 0.0646
H -5.32 0.06 0.42 0.1220
H -5.32 -1.48 1.22 0.0965
H -7.06 -1.18 3.69 0.1142
H -5.90 -2.08 2.77 0.1006
N -0.56 -2.73 4.23 0.1764
C 0.66 -2.64 4.10 -0.9132
N 1.20 -3.66 4.69 0.1566
O 1.20 -1.91 3.36 0.0822
H -1.13 -2.00 3.84 0.1404
H -0.77 -3.29 5.04 0.1206
H 2.20 -3.70 4.53 0.1236
H 0.73 -4.29 5.32 0.1131
N 0.13 3.87 5.35 0.1549
C 0.98 4.10 6.32 -0.7953
N 2.09 4.64 5.93 0.1673
O 0.75 3.67 7.44 0.0112
H -0.67 3.31 5.59 0.1220
H 0.36 4.10 4.40 0.1079
H 2.05 4.96 4.97 0.1065
H 2.92 4.75 6.48 0.1256
N -0.64 9.89 3.31 0.1340
C -0.08 9.20 2.34 -0.7506
N 0.91 9.92 2.01 0.1531
O -0.52 8.12 1.87 -0.0058
H -1.29 9.40 3.92 0.1233
H -0.29 10.82 3.48 0.1021
H 1.43 9.67 1.18 0.1323
H 0.87 10.86 2.39 0.1115
N 1.88 -8.49 -2.76 0.1509
C 1.37 -7.33 -2.52 -0.7657
N 0.78 -7.31 -1.34 0.1483
O 1.68 -6.33 -3.17 0.0199
H 2.78 -8.63 -3.20 0.1271
H 1.57 -9.22 -2.14 0.1036
H 0.65 -6.44 -0.84 0.1167
H 0.80 -8.14 -0.77 0.0992
N -3.96 1.02 -10.49 0.1458
C -3.59 1.67 -9.40 -0.8053
N -3.35 0.81 -8.49 0.1551
O -3.38 2.86 -9.30 0.0498
H -4.21 1.58 -11.30 0.1152
H -3.87 0.02 -10.55 0.1030
H -3.40 -0.18 -8.66 0.1080
H -3.34 0.96 -7.49 0.1285
N 6.37 -3.69 -2.99 0.1389
C 7.06 -3.70 -1.83 -0.7053
N 6.50 -4.47 -0.95 0.1534
O 8.11 -3.02 -1.65 -0.0227
H 6.66 -3.21 -3.83 0.1098
H 5.50 -4.20 -3.09 0.0941
H 6.93 -4.61 -0.04 0.1237
H 5.84 -5.15 -1.30 0.1080
N -0.06 1.37 -0.69 0.1591
C -0.26 0.61 -1.75 -0.8148
N 0.47 -0.49 -1.77 0.1544
O -1.06 0.83 -2.58 0.0594
H 0.45 0.96 0.08 0.1038
H -0.69 2.16 -0.61 0.1178
H 1.22 -0.61 -1.10 0.1036
H 0.34 -1.16 -2.52 0.1168
```

Results
Energy above the lowest of the compared OMol25 structures with the same formula, charge and spin in kcal/mol: 185.7
Calculated total energy in hartree: -1802.1325
Structure (SMILES): NC(N)=O.NC(N)=O.NC(N)=O.NC(N)=O.NC(N)=O.NC(N)=O.NC(N)=O.NC(N)=O
Frontier orbital gap in Ha: 0.3467

=====

(3)
# C8H32N16O8

8 unconnected molecules or ions with the total composition C8H32N16O8 at a distorted geometry (ωB97M-V/def2-TZVPD, the OMol25 dataset).

Structure (XYZ):
```
64
Properties=species:S:1:pos:R:3:lowdin_charge:R:1
N -1.13 4.62 -1.31 0.1780
C -2.15 4.04 -0.62 -0.6494
N -1.83 3.79 0.69 0.1441
O -3.18 3.60 -1.12 0.0030
H -1.25 4.71 -2.30 0.1094
H -0.41 5.09 -0.80 0.1056
H -1.01 4.23 1.04 0.1071
H -2.58 3.49 1.29 0.1179
N 1.12 0.50 6.02 0.1703
C 1.63 0.62 4.77 -0.6474
N 2.99 0.55 4.76 0.1627
O 1.00 0.91 3.76 -0.0127
H 1.63 0.24 6.85 0.1034
H 0.14 0.63 6.18 0.1106
H 3.56 0.20 5.50 0.1003
H 3.41 0.77 3.88 0.1108
N -0.36 0.40 -1.04 0.1848
C 0.06 0.21 0.22 -0.6243
N -0.26 1.23 1.07 0.1788
O 0.92 -0.66 0.48 -0.0521
H 0.09 -0.09 -1.81 0.0493
H -1.34 0.63 -1.19 0.0768
H -0.87 1.91 0.65 0.0576
H 0.18 1.14 1.97 0.0548
N -0.20 -3.08 -0.78 0.1406
C -0.31 -4.25 -0.09 -0.6669
N -1.37 -5.00 -0.55 0.1399
O 0.40 -4.63 0.83 0.0337
H 0.37 -2.38 -0.30 0.0729
H -0.81 -2.84 -1.54 0.0903
H -1.84 -4.65 -1.36 0.0817
H -1.40 -5.96 -0.26 0.1011
N 1.16 -2.94 -3.55 0.1730
C 1.45 -1.66 -3.83 -0.6565
N 2.27 -1.51 -4.94 0.1572
O 0.99 -0.70 -3.22 0.0010
H 1.33 -3.68 -4.20 0.1037
H 0.65 -3.01 -2.67 0.0640
H 2.40 -2.34 -5.48 0.0872
H 2.40 -0.57 -5.25 0.1038
N 3.33 0.82 -0.02 0.1538
C 4.16 0.06 -0.80 -0.6912
N 3.59 -1.07 -1.22 0.1726
O 5.30 0.44 -1.07 -0.0115
H 2.40 0.42 0.12 0.0420
H 3.53 1.78 0.15 0.0931
H 2.66 -1.33 -0.94 0.0733
H 4.13 -1.71 -1.77 0.1089
N -1.85 1.93 -3.59 0.1666
C -2.73 0.91 -3.46 -0.6930
N -3.43 0.98 -2.30 0.1421
O -2.72 -0.10 -4.16 0.0046
H -1.97 2.78 -3.08 0.0565
H -1.10 1.79 -4.25 0.1114
H -3.56 1.87 -1.81 0.0561
H -4.01 0.23 -1.98 0.1082
N -1.07 -1.16 3.68 0.1726
C -2.36 -0.73 3.77 -0.6902
N -2.52 0.53 3.33 0.1488
O -3.33 -1.45 4.02 0.0039
H -0.75 -2.09 3.90 0.1105
H -0.36 -0.51 3.39 0.0384
H -1.76 1.10 3.03 0.0553
H -3.41 0.99 3.35 0.1010
```

Results
Energy above the lowest of the compared OMol25 structures with the same formula, charge and spin in kcal/mol: 38.2
Calculated total energy in hartree: -1802.3676
Structure (SMILES): NC(N)=O.NC(N)=O.NC(N)=O.NC(N)=O.NC(N)=O.NC(N)=O.NC(N)=O.NC(N)=O
Frontier orbital gap in Ha: 0.3288

=====

(4)
# C8H32O8

8 unconnected molecules or ions with the total composition C8H32O8 at a distorted geometry (ωB97M-V/def2-TZVPD, the OMol25 dataset).

Structure (XYZ):
```
48
Properties=species:S:1:pos:R:3:lowdin_charge:R:1
C -35.30 -40.95 4.93 -0.1990
O -36.28 -40.18 4.18 -0.2096
H -35.73 -41.61 5.70 0.1079
H -34.95 -40.11 5.45 0.0075
H -34.63 -41.64 4.30 0.1042
H -37.21 -40.59 4.39 0.1462
C -33.35 -39.65 3.42 -0.0923
O -33.42 -40.34 4.66 -0.2584
H -33.01 -40.25 2.50 0.1022
H -32.62 -38.77 3.57 0.0940
H -34.32 -39.15 3.25 0.0912
H -32.54 -40.53 4.88 0.0255
C -36.13 -38.47 5.86 -0.1884
O -34.80 -38.39 6.21 -0.0611
H -36.68 -37.78 6.43 0.0749
H -36.46 -39.52 6.01 0.0824
H -36.36 -38.21 4.81 0.0969
H -34.40 -38.96 5.64 -0.0292
C -33.09 -43.77 5.49 -0.1852
O -32.14 -44.84 5.51 -0.1035
H -34.11 -44.26 5.86 0.1217
H -33.39 -43.43 4.45 0.0757
H -32.99 -42.85 6.02 0.0323
H -31.60 -44.61 4.75 0.0711
C -32.54 -39.78 -0.88 -0.1189
O -33.73 -40.44 -1.23 -0.1101
H -31.69 -40.22 -1.42 0.1156
H -32.19 -40.04 0.02 0.0282
H -32.71 -38.87 -0.72 0.0148
H -34.45 -39.96 -1.71 0.1188
C -31.97 -36.12 5.00 -0.1919
O -31.79 -35.22 3.95 -0.1213
H -31.11 -36.48 5.29 0.0129
H -32.51 -37.02 4.68 0.0467
H -32.62 -35.75 5.93 0.1345
H -32.63 -34.65 4.00 0.1192
C -30.33 -41.43 6.20 -0.1423
O -30.85 -41.22 4.92 -0.1436
H -31.22 -41.60 7.00 0.1609
H -29.56 -40.77 6.18 0.0512
H -29.82 -42.28 6.08 0.0391
H -29.94 -40.93 4.63 0.1284
C -34.13 -43.11 1.20 -0.1785
O -33.24 -42.98 0.16 -0.0505
H -35.07 -43.64 0.81 0.1011
H -34.42 -42.33 1.90 0.0622
H -33.76 -43.93 1.81 0.0634
H -33.34 -42.25 -0.31 -0.0471
```

Results
Energy above the lowest of the compared OMol25 structures with the same formula, charge and spin in kcal/mol: 284.8
Calculated total energy in hartree: -925.4379
Structure (SMILES): CO.CO.CO.CO.CO.CO.CO.CO
Frontier orbital gap in Ha: 0.3536

=====

What is the frontier orbital gap in the fourth record? 0.3536 Ha

=====

Number 1 is which compound? C8H32B2O32

=====

Which value of calculated total energy does entry 2 give? -1802.1325 hartree

=====

Which of these has the highest frontier orbital gap? C8H32O8